# 1
70
Properties=species:S:1:pos:R:3:forces:R:3 method="wB97M-V/def2-TZVPD" e_tot_ha=-1793.8328 largest_force_ev_per_a=1.28 homo_lumo_gap_ha=0.284 molar_mass_g_mol=713.70 e_lumo_ha=0.0160
N 0.8765 2.2785 0.3645 -0.01 0.00 -0.05
C -3.3240 -2.4592 -1.2827 0.04 -0.03 -0.05
H -3.0625 -1.9663 1.8267 0.00 0.02 0.04
H 0.8809 2.5789 -0.5986 0.01 -0.03 0.02
C -5.5470 -3.4941 -1.7568 -0.10 -0.05 -0.04
H 2.2229 2.0140 -5.1093 0.01 0.01 -0.02
C 0.2361 -3.0948 2.2094 -0.08 -0.09 -0.45
C 1.2750 -3.5412 -2.3042 -0.23 -0.08 -0.50
C 2.4054 2.7579 2.2091 -0.02 0.04 -0.03
H 0.4222 -2.1163 5.4459 0.00 -0.02 0.01
H 2.8947 5.6705 3.8514 0.01 0.02 0.02
C 0.3121 -0.7353 2.3662 0.02 0.11 -0.23
C 2.9263 3.6529 3.1287 0.03 -0.04 0.02
C 0.4421 0.4445 4.6111 0.00 0.07 0.02
C 0.3759 -0.8003 3.7667 0.00 -0.07 -0.02
N 3.5342 -4.5753 -2.9033 0.04 0.00 -0.01
C 0.1076 1.1818 -2.5817 0.08 -0.05 0.03
N -2.6244 -2.0286 -0.2623 0.13 -0.11 -0.16
C 0.2222 -1.8609 1.5424 -0.10 0.20 0.00
H 0.2827 1.3342 2.4758 0.00 -0.02 -0.04
H 1.1037 -1.1479 -4.5503 0.01 -0.02 0.00
H -5.4739 -3.0570 1.0193 -0.02 0.00 0.04
C 0.3722 -2.0485 4.3661 -0.01 0.02 -0.08
H -0.4296 1.0919 4.4679 -0.02 -0.01 -0.01
H -1.9617 1.1028 -3.1040 -0.01 0.02 -0.01
C -4.6033 -2.7594 0.4631 -0.02 -0.02 0.06
C 0.5611 1.6782 -3.8013 0.00 -0.02 -0.02
H 2.1250 -2.5527 -4.5577 0.02 0.04 -0.01
H -5.7833 -2.8178 -2.5773 0.00 -0.03 -0.01
C 1.4198 3.1716 1.3182 0.01 0.09 0.04
C 0.6348 0.9427 0.5609 -0.10 -0.11 -0.24
H 0.1605 -4.0029 1.6233 0.01 0.06 0.01
C 1.0546 0.6269 -1.7198 0.11 -0.04 -0.01
C 2.5061 -4.1407 -2.6055 0.22 -0.14 -0.20
H 3.6881 3.3233 3.8220 0.02 0.00 0.02
C -0.0808 4.9416 0.3380 -0.04 0.00 -0.05
C 2.4865 4.9662 3.1402 0.01 0.03 0.02
H 0.4712 0.1835 5.6673 0.00 -0.02 0.00
H 0.2861 4.9202 -0.6919 0.01 0.00 -0.01
N 0.6440 0.1128 -0.4492 0.30 0.45 0.15
C 0.3112 -3.1931 3.5853 0.00 -0.01 0.09
C 0.9695 4.4965 1.3126 0.04 -0.08 0.05
C -1.3470 1.2212 -2.2124 -0.06 0.00 -0.02
H 1.3313 1.0439 4.3992 0.02 0.01 -0.01
H -2.9800 -2.4838 -2.3040 0.01 0.01 -0.06
H -1.6158 2.1761 -1.7523 0.00 0.01 0.04
Pt -0.0224 -1.7614 -0.4445 -0.47 -0.42 1.11
N 0.3267 0.5762 1.8139 0.00 -0.07 0.11
N -4.5389 -2.9114 -0.9001 0.13 0.08 0.06
H -5.2070 -4.4492 -2.1564 -0.02 0.02 -0.01
C 2.3969 0.5370 -2.0773 -0.13 0.03 0.03
O -0.2435 -1.7900 -2.6175 0.07 -0.01 0.04
C 0.3894 -4.0942 -1.3535 0.26 0.07 -0.01
H -0.1570 2.1098 -4.4877 -0.02 0.01 -0.03
H -1.5993 0.4230 -1.5140 -0.01 0.02 -0.03
H 3.8681 0.9769 -3.5670 0.03 0.00 -0.02
C -3.4104 -2.2154 0.8389 -0.10 -0.04 0.10
H -0.3970 5.9611 0.5499 0.00 0.00 0.01
H 0.3139 -4.1707 4.0497 0.00 -0.01 0.02
H 3.0860 0.0596 -1.3931 0.02 -0.01 0.02
C 0.7587 -2.4475 -3.0500 -0.11 0.04 0.21
H 1.1857 6.4067 2.2371 -0.01 0.02 0.00
C 1.9006 1.6182 -4.1553 0.03 0.01 -0.02
H -0.9547 4.2892 0.3802 -0.01 0.00 0.00
N 1.3008 -2.0805 -4.2252 0.15 -0.08 -0.06
H 2.7673 1.7386 2.1705 0.01 -0.02 0.00
C 1.5254 5.3787 2.2309 -0.01 -0.01 -0.02
H -6.4500 -3.6598 -1.1734 0.02 0.00 -0.02
C 2.8242 1.0409 -3.2930 -0.01 0.01 -0.01
N -0.3724 -4.5724 -0.6198 -0.16 0.21 0.19

---

# 2
67
Properties=species:S:1:pos:R:3:forces:R:3 method="wB97M-V/def2-TZVPD" e_tot_ha=-2295.1326 largest_force_ev_per_a=6.72 homo_lumo_gap_ha=0.107 molar_mass_g_mol=520.91 e_lumo_ha=-0.0644
S 1.4506 3.0378 0.7449 -0.03 0.60 -0.86
H -0.4174 3.2215 -2.3652 0.25 0.40 -0.04
H -2.1698 -4.4825 2.1860 -0.26 -0.20 0.37
H -2.5038 2.1974 2.1056 0.07 -0.06 0.17
C 1.5287 -0.9984 -2.0844 -1.29 0.75 -0.69
H -3.8883 -4.0241 2.4846 -0.03 -0.26 0.09
H -1.5827 0.1521 -4.0721 0.35 -0.19 0.39
H 1.2387 1.8007 4.1932 -0.48 -0.31 -0.60
H 2.0692 0.3624 2.2691 -0.12 0.23 0.13
C -0.8906 4.4824 0.1094 -0.15 0.40 -0.10
C 1.9250 1.6236 -0.4764 1.74 4.08 -0.78
C 1.4556 2.3021 -1.7382 -0.95 -1.59 -0.29
H -3.6118 -4.8974 0.0723 0.15 0.15 0.05
H 2.4047 -1.2402 -1.5456 0.77 -0.32 0.44
C 6.1085 0.9629 -0.2760 -1.25 -0.06 0.15
C -1.4905 1.8047 2.1436 -0.49 -0.75 -0.49
H -2.6206 -4.4494 -1.3204 -0.05 0.10 0.16
H -4.4156 -1.5404 2.1176 0.10 0.44 0.06
H 1.6703 -0.5789 0.2727 0.77 1.51 -0.61
Cl 7.7507 0.4838 -0.1131 0.44 -0.09 -0.06
H -2.5956 -3.4307 3.5602 -0.07 -0.11 -0.08
C 0.6082 1.5619 3.3145 0.14 -0.27 1.53
H -3.2004 -0.4267 1.3815 -0.10 -0.39 0.16
C -0.6816 2.0454 3.2392 -0.69 0.99 1.09
H 5.9877 0.4959 -2.3871 0.22 0.32 -0.09
C 1.0708 0.7962 2.2838 0.26 -0.52 -0.20
C 5.3865 1.3071 0.8827 1.18 -0.36 -0.22
H -1.4831 3.9712 0.8935 0.04 0.49 -0.38
H -3.8414 -2.3801 -1.7010 0.06 -0.08 0.34
C -0.6717 -0.0005 -2.1028 0.04 0.48 -0.09
H -4.8677 -2.7831 -0.3086 0.17 0.22 -0.08
H -4.0988 -1.1845 -0.4330 0.12 -0.09 0.10
C 4.1215 1.2074 -1.6062 0.49 -0.15 0.30
O -1.5344 -2.3347 -0.4599 -1.29 -0.13 -1.16
H -1.0832 2.6315 4.0899 0.28 -0.31 -0.70
F 0.4076 -0.7009 -5.5093 -0.24 -0.19 0.92
H 1.7644 1.9726 -2.7088 0.18 -0.35 -0.29
H -1.8301 -4.8689 0.1862 -0.30 0.32 -0.04
H 5.8646 1.2241 1.8732 -0.15 0.33 -0.70
C 4.0486 1.6236 0.7705 1.12 -0.39 0.86
C 3.4291 1.5108 -0.4342 -1.25 -0.05 -1.18
C -2.7096 -4.3533 -0.2326 -0.14 -0.47 -0.10
H -1.5584 0.4361 -1.6523 0.43 0.09 0.10
H 3.6438 1.1831 -2.5809 -0.09 -0.14 0.30
H -3.0116 -0.9237 3.0555 -0.05 -0.24 -0.08
C -3.3517 -1.2665 2.0736 -0.47 -0.06 -0.08
C -2.8475 -3.7047 2.5333 -0.66 -0.11 0.24
C -0.7222 -0.1737 -3.4711 -0.27 -0.32 -1.25
C 5.4705 0.9026 -1.5307 0.31 -0.11 0.99
H 3.5172 1.9056 1.6679 -0.09 -0.08 -0.05
B -0.8076 -2.4217 0.6136 4.91 1.90 0.06
C 1.1965 0.3819 -0.1331 -4.39 -4.86 1.51
C 1.4781 -1.1919 -3.4436 0.08 -0.30 -1.10
C 0.2229 3.6148 -0.3034 0.11 -0.62 -0.74
C 0.5079 -0.2922 -1.4353 1.86 0.86 1.72
H -0.5245 5.4608 0.4965 -0.41 -0.52 -0.18
C 0.3075 0.6605 1.1323 0.37 -0.71 -1.72
H -1.6033 0.8725 0.1501 0.29 0.27 0.67
C 0.3711 -0.7078 -4.1354 0.40 0.00 -0.26
C 0.3246 3.0658 -1.5889 0.39 0.47 0.96
C -2.7694 -2.8590 0.1012 -0.76 -0.65 0.02
O -1.2004 -2.2879 1.8597 0.03 -0.21 -0.13
H -1.4697 4.6210 -0.8297 -0.05 0.27 0.91
C -1.0199 1.0434 1.0646 0.24 0.70 0.38
H 2.3154 -1.6549 -3.9807 -0.45 0.21 0.14
C -2.6169 -2.5188 1.6522 -0.93 0.08 0.26
C -3.9543 -2.2497 -0.6146 -0.43 -0.02 -0.17

---

These records have relative energy (zero: lowest compared OMol25 entry of this formula, charge and spin) values of 206.7, 788.5 kJ/mol, in the order they appear.